(1)
# C3H6O2S

A cluster of 2 separate species, C3H6O2S in total at a distorted geometry (ωB97M-V with the def2-TZVPD basis set, OMol25).

Values from the calculation:
* calculated total energy: -666.35379 Eh
* HOMO-LUMO gap (alpha / beta): 6.90 / 8.86 eV
* F_max: 0.0666 hartree/bohr
* energy above the lowest of the compared OMol25 structures with the same formula, charge and spin: 6.5373 eV

The geometry in ORCA input format:
```
! RIJCOSX wB97M-V def2-TZVPD def2/J DEFGRID3
* xyz 0 1
C -0.7973 -1.4866 0.4225
C -0.9561 -0.0155 0.1680
C 1.7935 1.1254 0.3546
O -0.7277 -0.9022 -0.8430
O 2.3985 0.4181 -0.6393
S -2.4615 0.8259 0.0234
H 0.1578 -1.7781 0.8071
H -1.7480 -1.9892 0.6318
H 2.4003 1.0450 1.3407
H 0.8530 1.6361 0.1824
H 1.6792 0.4563 -1.2301
H -2.5917 0.6648 -1.2180
*
```

Results of the Mulliken charge analysis, in e, for atoms 1 through 4:
1. C -0.22
2. C 0.04
3. C -0.54
4. O -0.32



(2)
# C34H31BInN8S2Si

A structure of composition C34H31BInN8S2Si (ωB97M-V with the def2-TZVPD basis set, OMol25).

Values from the calculation:
* calculated total energy: -3053.08771 Eh
* HOMO-LUMO gap: 7.28 eV
* F_max: 0.0105 hartree/bohr

The geometry in ORCA input format:
```
! RIJCOSX wB97M-V def2-TZVPD def2/J DEFGRID3
* xyz 1 1
In -0.7302 -0.7030 -0.1927
C -2.2269 -0.5746 3.9225
C -1.1931 -0.7641 3.0070
N -1.6793 -0.6885 1.7697
N -3.0011 -0.4505 1.8533
C -3.3563 -0.3846 3.1454
B -3.8862 -0.3694 0.5790
N -3.3805 0.7508 -0.3714
C -4.0480 1.8465 -0.7636
C -3.3380 2.4570 -1.7821
C -2.2207 1.6440 -1.9658
N -2.2619 0.6223 -1.1154
N -3.7350 -1.7052 -0.1605
C -4.6496 -2.6583 -0.4002
C -4.0143 -3.7288 -0.9977
C -2.6755 -3.3398 -1.0830
N -2.5243 -2.1187 -0.5807
H -2.1671 -0.5836 4.9962
H -0.1439 -0.9532 3.1681
H -4.3776 -0.2055 3.4364
H -5.0175 -0.1628 0.8875
H -4.9813 2.1280 -0.3049
H -3.6053 3.3432 -2.3298
H -1.4080 1.7484 -2.6669
H -5.6840 -2.5220 -0.1322
H -4.4534 -4.6551 -1.3228
H -1.8250 -3.8774 -1.4709
S -3.0982 3.6100 3.8830
C -3.4524 4.8863 4.9641
C -2.5386 5.8886 4.8808
C -1.5314 5.6262 3.9221
C -1.6851 4.4243 3.2861
C -0.8413 3.8275 2.2577
C -1.0038 2.4739 1.8931
N -0.3062 1.8648 0.9651
C 0.6190 2.5666 0.2947
C 0.9188 3.9032 0.6168
C 1.9841 4.5673 -0.0705
C 2.7092 3.9274 -1.0097
C 2.4106 2.5768 -1.3817
C 3.1527 1.8926 -2.3508
C 2.8367 0.5894 -2.6851
C 1.7323 0.0228 -2.0222
N 1.0080 0.6467 -1.1153
C 1.3439 1.9060 -0.7515
C 3.5813 -0.1732 -3.6797
C 4.6056 0.2455 -4.4871
C 5.0861 -0.7638 -5.3516
C 4.4229 -1.9413 -5.1949
S 3.2119 -1.8401 -3.9981
C 0.1580 4.5285 1.6115
H -4.3236 4.8241 5.5963
H -2.5722 6.7813 5.4873
H -0.7204 6.3134 3.7270
H -1.7450 1.8812 2.4130
H 2.2147 5.5900 0.2010
H 3.5356 4.4200 -1.5063
H 3.9868 2.3944 -2.8246
H 1.4323 -0.9944 -2.2501
H 5.0091 1.2481 -4.4755
H 5.8876 -0.6209 -6.0609
H 4.5821 -2.8709 -5.7178
H 0.3678 5.5594 1.8674
C 1.6117 -6.2581 -0.7345
Si 2.5157 -4.7662 -0.0320
C 2.9091 -5.0323 1.7882
C 4.0770 -4.3647 -1.0033
C 1.3782 -3.2903 -0.1484
C 0.6525 -2.3170 -0.1932
H 2.2392 -7.1505 -0.6917
H 1.3246 -6.1029 -1.7759
H 0.7058 -6.4624 -0.1610
H 3.5776 -5.8863 1.9159
H 2.0008 -5.2319 2.3594
H 3.3968 -4.1588 2.2236
H 4.7729 -5.2058 -0.9680
H 4.5860 -3.4940 -0.5862
H 3.8572 -4.1558 -2.0514
*
```

Results of the Mulliken charge analysis, in e, for atoms 1 through 4:
1. In 2.43
2. C -1.15
3. C -0.24
4. N -0.31



(3)
# C30H37FNbO12

A structure of composition C30H37FNbO12 at a distorted geometry (ωB97M-V with the def2-TZVPD basis set, OMol25).

Values from the calculation:
* calculated total energy: -2224.92571 Eh
* HOMO-LUMO gap: 4.81 eV
* F_max: 0.0330 hartree/bohr

The geometry in ORCA input format:
```
! RIJCOSX wB97M-V def2-TZVPD def2/J DEFGRID3
* xyz -1 1
C 1.9783 4.4957 0.9272
C 1.9289 3.8836 -0.1140
Nb 1.8829 2.6759 -1.9652
F 1.9078 1.4535 -3.3883
C -0.3453 3.0973 -1.8148
C -1.0499 2.5161 -0.6029
C -2.5503 2.7393 -0.5873
C -3.3467 1.8779 -1.5661
C -2.7713 0.5094 -1.8762
C -2.9837 -0.5470 -0.7971
C -1.8449 -0.7941 0.1811
C -0.7343 -1.6780 -0.3342
C 0.1624 -1.0605 -1.3979
C 1.6099 -1.5467 -1.3646
H 2.0583 4.9419 1.8794
H 1.8004 1.2911 -0.7349
H 3.6693 2.6168 -1.5404
H 2.3283 4.1960 -2.9168
H -0.7025 2.6335 -2.7370
H -0.5216 4.1695 -1.8581
H -0.6193 2.9432 0.2957
H -0.8319 1.4529 -0.5482
H -2.7249 3.7793 -0.8513
H -2.9380 2.6145 0.4220
H -3.4872 2.4174 -2.4975
H -4.3440 1.7245 -1.1582
H -1.7152 0.5990 -2.1065
H -3.2362 0.1609 -2.7932
H -3.8873 -0.3089 -0.2416
H -3.1810 -1.4984 -1.2870
H -1.4232 0.1317 0.5607
H -2.2774 -1.2992 1.0423
H -1.1715 -2.6183 -0.6729
H -0.0971 -1.9210 0.5147
H -0.2535 -1.2523 -2.3812
H 0.1491 0.0180 -1.2784
H 2.2944 -0.7087 -1.3579
H 1.8655 -2.1305 -2.2425
H 1.8057 -2.1567 -0.4895
C -5.8460 -3.1354 2.5285
C -6.2657 -3.0912 3.8008
C -5.3140 -3.1771 4.9792
O -5.8308 -3.1165 6.0827
C -3.9029 -3.3207 4.7285
C -3.4763 -3.3633 3.4546
C -4.4293 -3.2734 2.2749
O -3.9151 -3.3253 1.1747
O -2.2189 -3.4827 3.0961
O -7.5257 -2.9715 4.1717
H -6.5171 -3.0735 1.6839
H -3.2319 -3.3824 5.5730
H -2.1960 -3.4520 2.1169
H -7.5146 -2.9595 5.1509
C 0.3553 -3.9818 -5.2029
C 1.2311 -4.9479 -5.5151
C 1.3430 -6.2369 -4.7236
O 2.1680 -7.0405 -5.1259
C 0.4931 -6.4286 -3.5746
C -0.3815 -5.4607 -3.2557
C -0.5125 -4.1821 -4.0648
O -1.3580 -3.3997 -3.6764
O -1.2080 -5.5058 -2.2342
O 2.0762 -4.8949 -6.5262
H 0.2711 -3.0594 -5.7597
H 0.5912 -7.3422 -3.0063
H -1.7086 -4.6623 -2.2481
H 2.5798 -5.7336 -6.5001
C 6.9560 5.2516 2.4609
C 5.6553 4.8776 2.4762
C 4.7429 5.2350 3.6492
O 3.5894 4.8679 3.5952
C 5.2981 5.9832 4.7621
C 6.5873 6.3398 4.7220
C 7.4925 5.9961 3.5572
O 8.6452 6.3993 3.6575
O 7.2155 7.0180 5.6674
O 5.1110 4.2111 1.4972
H 7.6104 5.0096 1.6359
H 4.6478 6.2246 5.5906
H 8.1331 7.1211 5.3370
H 4.1559 4.0472 1.6674
*
```

Results of the Mulliken charge analysis, in e, for atoms 1 through 4:
1. C -1.15
2. C 0.62
3. Nb -0.22
4. F -0.64



(4)
# C6H9N

An isolated molecule of C6H9N at a distorted geometry (ωB97M-V with the def2-TZVPD basis set, OMol25).

Values from the calculation:
* calculated total energy: -288.64807 Eh
* HOMO-LUMO gap: 10.01 eV
* F_max: 0.0458 hartree/bohr
* energy above the lowest of the compared OMol25 structures with the same formula, charge and spin: 3.6457 eV
* structure (SMILES): CC#CC[C@H]1CN1

The geometry in ORCA input format:
```
! RIJCOSX wB97M-V def2-TZVPD def2/J DEFGRID3
* xyz 0 1
C 0.6401 -3.0572 1.7149
C 0.0935 -1.9705 0.9388
C -0.2586 -0.8861 0.5742
C -0.5474 0.4967 0.3681
C 0.3470 1.2111 -0.6467
C -0.1797 1.7569 -1.9186
N 0.0965 2.6405 -0.7904
H 1.3824 -3.5442 1.0991
H -0.1096 -3.7774 2.0420
H 1.1244 -2.6654 2.6094
H -0.3093 0.5706 1.4507
H -1.6031 0.7759 0.2245
H 1.3843 0.8909 -0.7062
H -1.2331 1.6286 -2.1273
H 0.5058 1.7882 -2.7658
H 0.9774 3.1068 -0.9574
*
```

Results of the Mulliken charge analysis, in e, for atoms 1 through 4:
1. C -1.22
2. C 0.74
3. C -0.35
4. C -0.79